C3H6O4 | ωB97M-V/def2-TZVPD

Geometry (Å):
1 C -0.555 1.665 -0.490
2 C -0.291 0.656 -1.371
3 O -0.477 -0.659 -1.142
4 C 0.208 -1.539 -0.067
5 O -0.319 -2.599 0.177
6 O 1.522 -1.401 -0.178
7 H 0.100 2.536 -0.554
8 H -1.547 1.754 -0.046
9 H 0.367 0.816 -2.231
10 H 1.958 -2.082 0.350
11 O 0.029 0.058 1.992
12 H -0.881 -0.229 2.123
13 H -0.113 1.024 1.436

Computed properties:
**Relative energy (zero: lowest compared OMol25 entry of this formula, charge and spin)**: 331.3 kJ/mol
**SMILES**: C=COC(=O)O.O

---

C28H26N7O8PS2Se2W | ωB97M-V/def2-TZVPD

Geometry (Å):
1 W 0.901 0.104 -0.515
2 Se -0.888 1.615 0.918
3 P -1.696 -0.103 1.984
4 Se -0.508 -1.571 0.835
5 C -1.256 -0.193 3.715
6 C -0.932 0.965 4.412
7 C -0.603 0.880 5.758
8 C -0.603 -0.352 6.397
9 C -0.931 -1.509 5.696
10 C -1.254 -1.434 4.352
11 C -3.461 -0.269 1.806
12 C -4.084 0.195 0.645
13 C -5.450 0.038 0.496
14 C -6.191 -0.583 1.495
15 C -5.573 -1.040 2.651
16 C -4.207 -0.882 2.816
17 H -0.922 1.927 3.914
18 H -0.349 1.777 6.305
19 H -0.347 -0.415 7.446
20 H -0.930 -2.468 6.197
21 H -1.488 -2.340 3.804
22 H -3.506 0.689 -0.125
23 H -5.941 0.408 -0.394
24 H -7.260 -0.702 1.375
25 H -6.156 -1.511 3.430
26 H -3.735 -1.217 3.729
27 N -2.367 -1.264 -1.827
28 C -2.066 -0.062 -2.301
29 N -2.918 0.406 -3.206
30 C -2.673 1.596 -3.728
31 N -3.476 2.068 -4.672
32 N -1.640 2.384 -3.340
33 C -0.857 1.869 -2.445
34 N -0.958 0.644 -1.868
35 C 0.254 2.725 -1.991
36 C 0.430 3.992 -2.499
37 C 1.474 4.771 -2.023
38 C 2.300 4.245 -1.048
39 C 2.075 2.966 -0.582
40 N 1.062 2.214 -1.044
41 H -3.151 -1.721 -2.263
42 H -1.742 -1.790 -1.243
43 H -4.240 1.505 -5.005
44 H -3.291 2.966 -5.085
45 H -0.256 4.340 -3.256
46 H 1.633 5.769 -2.407
47 H 3.128 4.806 -0.638
48 H 2.716 2.538 0.172
49 N 1.860 -1.050 3.235
50 C 3.086 -0.398 2.834
51 C 2.876 0.744 1.869
52 O 3.566 1.705 1.787
53 O 1.742 0.639 1.056
54 H 1.512 -0.676 4.109
55 H 2.000 -2.043 3.361
56 H 3.738 -1.094 2.302
57 H 3.685 0.015 3.647
58 O 4.647 -1.462 0.037
59 S 3.552 -1.073 -0.776
60 O 3.328 0.367 -0.973
61 O 2.195 -1.511 -0.216
62 C 3.677 -1.938 -2.315
63 C 4.874 -2.582 -2.560
64 C 5.041 -3.317 -3.732
65 C 4.011 -3.413 -4.647
66 C 2.802 -2.767 -4.409
67 C 2.633 -2.035 -3.249
68 S 1.098 -1.200 -3.065
69 O 1.476 0.179 -2.567
70 O 0.383 -1.242 -4.286
71 O 0.364 -1.685 -1.855
72 H 5.671 -2.517 -1.833
73 H 5.984 -3.814 -3.914
74 H 4.135 -3.985 -5.557
75 H 1.997 -2.823 -5.128

Computed properties:
**Charge**: +2
**Relative energy (zero: lowest compared OMol25 entry of this formula, charge and spin)**: 0.0 kJ/mol

---

C4H10NO | ωB97M-V/def2-TZVPD

Geometry (Å):
1 C -0.667 1.366 1.291
2 C -0.503 1.433 -0.198
3 C -0.987 2.433 -0.916
4 C 0.436 -0.805 -0.242
5 N -0.076 0.249 -0.852
6 H -0.212 2.286 1.677
7 H -0.134 0.603 1.865
8 H -1.698 1.235 1.613
9 H -0.933 2.412 -1.996
10 H -1.370 3.296 -0.390
11 H 1.334 -1.265 -0.645
12 H -0.109 -1.329 0.533
13 H -0.018 0.083 -1.857
14 H 1.773 -4.074 0.809
15 H 1.568 -4.316 -0.673
16 O 1.597 -3.608 -0.020

Computed properties:
**Charge**: +1
**Relative energy (zero: lowest compared OMol25 entry of this formula, charge and spin)**: 260.0 kJ/mol

---

C3H3LiO3V | ωB97M-V/def2-TZVPD

Geometry (Å):
1 O 0.694 1.677 -0.373
2 C -0.027 2.176 0.459
3 C -0.828 1.316 1.292
4 Li 0.954 1.932 -2.083
5 V -0.469 0.063 -0.331
6 H 0.425 2.167 1.491
7 H -0.661 1.105 2.344
8 O -0.635 -2.715 -0.042
9 C -0.026 -1.856 -0.870
10 O 0.833 -2.293 -1.627
11 H -0.259 -3.573 -0.260

Computed properties:
**Calculated total energy**: -35187.429 eV
**2S+1**: 4

---

C6H13AgBFNO2 | ωB97M-V/def2-TZVPD

Geometry (Å):
1 C -0.090 -3.947 1.890
2 C -0.283 -2.546 1.060
3 O 0.423 -1.482 1.722
4 C -0.302 -0.246 1.599
5 O -1.372 -0.123 2.246
6 C 0.202 0.944 0.614
7 C -0.903 1.046 -0.542
8 C -0.695 2.258 -1.580
9 B 0.705 3.061 -1.438
10 N 1.571 3.127 -2.674
11 F 1.175 3.742 -0.269
12 H -0.765 -3.980 2.821
13 H -0.321 -4.844 1.202
14 H 0.987 -4.070 2.291
15 H 0.140 -2.733 -0.029
16 H -1.409 -2.339 0.926
17 H 1.246 0.646 0.262
18 H 0.197 1.886 1.265
19 H -1.063 0.049 -1.106
20 H -1.909 1.244 -0.008
21 H -0.791 1.807 -2.640
22 H -1.554 3.023 -1.503
23 H 1.032 3.715 -3.347
24 H 2.432 3.671 -2.479
25 Ag 1.349 -3.910 -0.284

Computed properties:
**Calculated total energy**: -19402.890 eV
**Charge**: +1

---

C45H43IMgN3OP2Si | ωB97M-V/def2-TZVPD

Geometry (Å):
1 Mg 1.099 0.214 -1.019
2 C 2.104 3.312 0.852
3 Si 1.139 1.677 1.022
4 C 1.916 0.807 2.543
5 C 2.565 1.574 3.528
6 C 3.110 1.002 4.665
7 C 3.009 -0.370 4.867
8 C 2.382 -1.151 3.914
9 C 1.859 -0.583 2.747
10 P 1.013 -1.679 1.532
11 C 2.251 -2.994 1.189
12 C 1.849 -4.041 0.350
13 C 2.753 -5.001 -0.085
14 C 4.089 -4.915 0.286
15 C 4.508 -3.868 1.093
16 C 3.599 -2.916 1.543
17 C -0.194 -2.478 2.670
18 C -0.324 -3.846 2.871
19 C -1.306 -4.344 3.724
20 C -2.169 -3.481 4.377
21 C -2.051 -2.110 4.176
22 C -1.077 -1.614 3.326
23 C -0.564 2.343 1.604
24 C -0.820 2.541 2.968
25 C -1.989 3.142 3.415
26 C -2.935 3.579 2.497
27 C -2.719 3.383 1.142
28 C -1.556 2.755 0.690
29 P -1.338 2.361 -1.093
30 C -2.535 3.459 -1.920
31 C -3.880 3.190 -2.158
32 C -4.676 4.124 -2.808
33 C -4.141 5.338 -3.215
34 C -2.800 5.617 -2.982
35 C -2.000 4.675 -2.353
36 C -2.187 0.667 -1.148
37 C -2.922 0.099 0.083
38 C -4.151 -0.702 -0.167
39 C -4.566 -0.948 -1.409
40 C -3.852 -0.449 -2.590
41 C -2.770 0.319 -2.485
42 H 1.981 3.937 1.741
43 H 1.719 3.897 0.008
44 H 3.179 3.153 0.704
45 H 2.636 2.649 3.405
46 H 3.603 1.624 5.403
47 H 3.411 -0.825 5.764
48 H 2.292 -2.220 4.076
49 H 0.812 -4.101 0.032
50 H 2.416 -5.816 -0.714
51 H 4.797 -5.662 -0.052
52 H 5.549 -3.794 1.383
53 H 3.945 -2.107 2.174
54 H 0.353 -4.541 2.392
55 H -1.387 -5.413 3.878
56 H -2.926 -3.870 5.047
57 H -2.716 -1.426 4.689
58 H -0.994 -0.542 3.175
59 H -0.080 2.224 3.696
60 H -2.156 3.283 4.477
61 H -3.841 4.068 2.835
62 H -3.466 3.722 0.435
63 H -4.320 2.255 -1.827
64 H -5.720 3.903 -2.991
65 H -4.768 6.065 -3.716
66 H -2.379 6.564 -3.296
67 H -0.947 4.882 -2.186
68 H -3.031 0.757 0.942
69 H -4.696 -1.065 0.697
70 H -5.475 -1.516 -1.569
71 H -4.249 -0.693 -3.568
72 H -2.270 0.704 -3.366
73 N 2.603 1.591 -2.089
74 C 3.939 0.966 -2.026
75 C 3.786 -0.516 -2.327
76 N 2.938 -1.113 -1.274
77 H 2.343 1.758 -3.057
78 H 2.600 2.494 -1.625
79 H 4.320 1.085 -1.008
80 H 4.659 1.425 -2.703
81 H 4.758 -1.000 -2.411
82 H 3.269 -0.631 -3.283
83 H 3.440 -1.087 -0.389
84 H 2.780 -2.100 -1.452
85 I 0.385 1.507 -4.952
86 C 0.237 -0.530 -4.461
87 C -0.171 -1.401 -5.462
88 C -0.301 -2.741 -5.143
89 C -0.035 -3.154 -3.846
90 C 0.357 -2.205 -2.924
91 N 0.509 -0.902 -3.218
92 H -0.379 -1.038 -6.457
93 H -0.613 -3.451 -5.898
94 H -0.139 -4.188 -3.550
95 H 0.532 -2.479 -1.888
96 O -1.728 -0.759 0.293
97 C -1.084 -0.315 -0.759

Computed properties:
**Charge**: +1
**Relative energy (zero: lowest compared OMol25 entry of this formula, charge and spin)**: 317.3 kJ/mol

---

C22H39FeOSi2 | ωB97M-V/def2-TZVPD

Geometry (Å):
1 Fe 0.887 -0.804 -0.883
2 C 1.210 -2.535 0.650
3 C -0.209 -2.313 0.504
4 C -0.575 -2.713 -0.824
5 H -0.874 -1.947 1.278
6 C 0.599 -3.219 -1.479
7 C 1.705 -3.066 -0.584
8 H 2.733 -3.372 -0.782
9 H 1.785 -2.420 1.568
10 H -1.578 -2.708 -1.237
11 H 0.633 -3.716 -2.444
12 C 2.534 1.077 -0.168
13 C 3.064 -0.246 -0.367
14 C 2.992 -0.531 -1.789
15 H 3.561 -0.854 0.390
16 C 2.363 0.589 -2.428
17 C 2.082 1.566 -1.428
18 H 1.636 2.540 -1.614
19 H 2.514 1.617 0.777
20 H 3.419 -1.393 -2.304
21 H 2.218 0.703 -3.500
22 O -0.429 -0.235 -1.936
23 C -0.184 -0.585 -4.764
24 C -1.476 -0.438 -4.090
25 C 0.456 -1.897 -4.853
26 C 0.401 0.606 -5.388
27 C -1.394 0.332 -2.752
28 H -1.919 -1.428 -3.895
29 H -2.157 0.147 -4.731
30 H -1.155 1.394 -2.949
31 H -2.373 0.299 -2.241
32 H -0.036 -2.564 -5.589
33 H 0.439 -2.427 -3.882
34 H 1.507 -1.794 -5.162
35 H -0.035 0.822 -6.383
36 H 1.484 0.480 -5.531
37 H 0.221 1.498 -4.765
38 C -1.783 0.095 4.925
39 Si -0.110 -0.012 4.044
40 C 1.128 0.981 5.062
41 C 0.325 -1.848 4.012
42 C -0.161 0.723 2.351
43 Si -1.424 1.944 1.780
44 C -1.584 3.436 2.932
45 C -0.943 2.537 0.053
46 C -3.184 1.248 1.743
47 H -1.662 -0.201 5.979
48 H -2.515 -0.587 4.478
49 H -2.220 1.099 4.918
50 H 1.124 0.662 6.117
51 H 2.142 0.855 4.663
52 H 0.888 2.051 5.023
53 H -0.377 -2.418 3.389
54 H 1.333 -2.020 3.615
55 H 0.290 -2.289 5.023
56 H 0.751 0.703 1.740
57 H -0.644 4.006 2.980
58 H -2.369 4.105 2.538
59 H -1.867 3.148 3.955
60 H -0.875 1.698 -0.655
61 H -1.680 3.239 -0.347
62 H 0.029 3.048 0.061
63 H -3.324 0.577 0.884
64 H -3.421 0.684 2.656
65 H -3.912 2.068 1.656

Computed properties:
**Calculated total energy**: -75634.250 eV
**Charge**: -2
**2S+1**: 6

---

C5H8S3 | ωB97M-V/def2-TZVPD

Geometry (Å):
1 C 4.056 0.340 1.136
2 C 1.639 -0.544 0.002
3 C 0.418 -0.575 -0.585
4 C -2.093 0.308 0.073
5 C -1.495 1.810 -0.249
6 H 3.107 0.899 1.724
7 H 4.100 -0.564 1.581
8 H 4.938 1.372 1.004
9 H 1.747 -0.882 1.192
10 H 0.302 -0.302 -1.568
11 H -0.549 2.007 0.240
12 H -2.436 2.342 0.259
13 H -1.607 1.893 -1.354
14 S 3.208 0.158 -0.617
15 S -1.049 -1.165 0.027
16 S -3.706 0.082 0.256

Computed properties:
**Relative energy (zero: lowest compared OMol25 entry of this formula, charge and spin)**: 380.8 kJ/mol

---

C15H11ClFNO2 | ωB97M-V/def2-TZVPD

Geometry (Å):
1 C 0.494 -0.051 5.338
2 C 0.567 0.282 3.914
3 C -0.534 0.093 3.059
4 C -0.404 0.411 1.711
5 C 0.796 0.874 1.195
6 C 1.849 1.086 2.026
7 C 1.772 0.807 3.390
8 C 3.019 1.679 1.315
9 C 2.414 1.739 -0.108
10 O 2.977 2.263 -1.059
11 N 1.151 1.197 -0.088
12 C 0.439 0.775 -1.241
13 C 0.997 -0.292 -1.967
14 F 2.144 -0.914 -1.620
15 C 0.287 -0.817 -3.102
16 C -0.910 -0.286 -3.485
17 O -1.508 -0.827 -4.604
18 C -1.467 0.800 -2.781
19 C -0.803 1.327 -1.642
20 Cl -1.544 2.569 -0.735
21 H -0.491 0.316 5.703
22 H 0.612 -1.122 5.479
23 H 1.265 0.438 5.896
24 H -1.499 -0.278 3.415
25 H -1.324 0.264 1.106
26 H 2.667 0.956 4.010
27 H 3.931 1.020 1.364
28 H 3.301 2.689 1.669
29 H 0.719 -1.613 -3.687
30 H -2.112 -0.207 -5.042
31 H -2.400 1.226 -3.024

Computed properties:
**Relative energy (zero: lowest compared OMol25 entry of this formula, charge and spin)**: 0.0 kJ/mol
**SMILES**: Cc1ccc2c(c1)CC(=O)N2c1c(F)cc(O)cc1Cl

---

C3H3F5N2O | ωB97M-V/def2-TZVPD

Geometry (Å):
1 C 2.189 0.220 1.706
2 O 1.320 0.357 0.598
3 C -0.018 0.566 0.721
4 F -0.491 0.939 1.865
5 N -0.810 0.484 -0.292
6 C -1.344 0.196 -1.760
7 F -2.319 1.089 -1.949
8 F -0.414 0.207 -2.684
9 N -1.897 -1.109 -1.704
10 F -0.851 -1.986 -1.716
11 F -2.465 -1.324 -0.473
12 H 2.035 -0.827 1.947
13 H 1.960 0.853 2.500
14 H 3.105 0.335 1.243

Computed properties:
**Relative energy (zero: lowest compared OMol25 entry of this formula, charge and spin)**: 0.0 kJ/mol
**SMILES**: CO/C(F)=N\C(F)(F)N(F)F

---

C32H39AsBF4N3P2S4Ti | ωB97M-V/def2-TZVPD

Geometry (Å):
1 Ti -1.324 -2.427 0.856
2 S -3.404 -6.189 1.062
3 As -2.001 -4.846 0.167
4 S -3.152 -3.028 -0.628
5 S 0.922 -3.223 1.058
6 S -0.840 -5.698 -1.431
7 C 3.097 0.663 1.875
8 C 2.356 -0.671 1.915
9 P 1.834 -1.538 0.222
10 C 1.282 -1.997 -1.604
11 C -0.088 -2.015 -1.818
12 C -0.648 -2.232 -3.055
13 C 0.206 -2.424 -4.139
14 C 1.581 -2.401 -3.950
15 C 2.131 -2.176 -2.684
16 C 3.597 -2.003 -0.120
17 C 4.527 -1.020 -0.444
18 C 5.851 -1.344 -0.727
19 C 6.263 -2.669 -0.681
20 C 5.338 -3.659 -0.363
21 C 4.017 -3.330 -0.090
22 C 2.756 1.650 0.749
23 P 0.925 1.853 0.534
24 C 0.732 1.714 -1.287
25 C 1.576 0.966 -2.103
26 C 1.318 0.830 -3.464
27 C 0.214 1.444 -4.029
28 C -0.636 2.199 -3.225
29 C -0.383 2.326 -1.869
30 C 0.747 3.667 0.713
31 C -0.094 4.143 1.712
32 C -0.247 5.511 1.926
33 C 0.445 6.416 1.138
34 C 1.291 5.950 0.133
35 C 1.436 4.588 -0.078
36 H 4.170 0.460 1.834
37 H 2.924 1.190 2.820
38 H 1.414 -0.613 2.460
39 H 2.969 -1.446 2.375
40 H -0.727 -1.800 -0.970
41 H -1.725 -2.285 -3.147
42 H -0.203 -2.619 -5.123
43 H 2.245 -2.576 -4.791
44 H 3.207 -2.181 -2.559
45 H 4.226 0.022 -0.488
46 H 6.554 -0.559 -0.983
47 H 7.292 -2.930 -0.897
48 H 5.642 -4.699 -0.334
49 H 3.293 -4.108 0.134
50 H 3.227 1.358 -0.190
51 H 3.150 2.638 1.001
52 H 2.421 0.435 -1.680
53 H 1.972 0.217 -4.069
54 H 0.002 1.320 -5.084
55 H -1.510 2.673 -3.656
56 H -1.056 2.915 -1.251
57 H -0.640 3.436 2.326
58 H -0.908 5.862 2.709
59 H 0.323 7.481 1.296
60 H 1.835 6.653 -0.488
61 H 2.084 4.232 -0.873
62 C -2.517 0.646 3.314
63 N -3.570 0.427 2.341
64 C -4.821 -0.079 2.887
65 C -3.278 0.189 1.022
66 N -2.159 -0.350 0.634
67 N -4.235 0.614 0.139
68 C -4.297 0.086 -1.214
69 C -5.192 1.648 0.459
70 H -2.736 1.566 3.873
71 H -1.562 0.744 2.805
72 H -2.450 -0.179 4.019
73 H -5.437 -0.492 2.092
74 H -5.380 0.711 3.404
75 H -4.607 -0.888 3.587
76 H -2.058 -0.188 -0.365
77 H -3.783 0.739 -1.925
78 H -5.344 0.003 -1.514
79 H -3.868 -0.916 -1.248
80 H -4.882 2.182 1.353
81 H -6.199 1.247 0.618
82 H -5.242 2.358 -0.373
83 F -0.997 -1.943 3.158
84 B -2.051 -2.890 3.532
85 F -1.559 -4.154 3.467
86 F -2.565 -2.578 4.790
87 F -3.014 -2.609 2.499

Computed properties:
**Charge**: -2
**2S+1**: 3
**Relative energy (zero: lowest compared OMol25 entry of this formula, charge and spin)**: 363.4 kJ/mol